17 unconnected molecules or ions with the total composition C84H112F8O18 at a distorted geometry. Source: the Open Molecules 2025 dataset; level of theory: ωB97M-V/def2-TZVPD.

Each line ends with the Mulliken charge.
Element x y z (Å)
F 1.018 0.946 -6.468  -0.4840
C 1.384 1.455 -5.238  -0.2265
C 2.356 0.787 -4.593  0.9525
C 2.658 1.144 -3.303  -0.7722
C 2.060 2.279 -2.688  1.0022
C 1.103 2.995 -3.411  -1.1982
C 0.745 2.540 -4.681  -0.7651
H 2.950 0.021 -5.068  -0.2260
H 3.432 0.619 -2.763  0.0929
H 2.370 2.599 -1.705  0.1776
H 0.629 3.871 -2.994  0.7246
H 0.077 3.145 -5.276  0.5095
F 4.523 -1.428 1.824  -0.4612
C 3.607 -0.456 2.014  -0.1879
C 3.534 0.215 3.249  -1.1661
C 2.461 1.033 3.572  -0.9507
C 1.575 1.461 2.565  1.1977
C 1.783 0.898 1.251  -0.1528
C 2.755 -0.063 0.991  0.9510
H 4.149 0.026 4.117  0.3956
H 2.476 1.438 4.573  0.5218
H 0.899 2.286 2.733  -0.3392
H 1.132 1.227 0.454  0.0320
H 2.863 -0.579 0.048  0.1446
F -0.375 -6.680 -0.398  -0.4333
C 0.666 -5.847 -0.297  0.3755
C 1.006 -5.306 0.965  -0.2140
C 2.200 -4.606 1.140  -1.0718
C 2.946 -4.268 -0.002  0.3146
C 2.550 -4.757 -1.265  -0.3907
C 1.388 -5.519 -1.393  -0.3071
H 0.376 -5.526 1.814  0.5148
H 2.446 -4.264 2.134  0.4097
H 3.762 -3.564 0.063  0.1368
H 3.032 -4.418 -2.171  0.2460
H 1.158 -5.988 -2.339  0.3776
F -1.556 7.959 -2.816  -0.3415
C -2.556 7.230 -2.380  0.3540
C -2.524 6.683 -1.116  -0.4139
C -3.565 5.941 -0.622  -0.5218
C -4.661 5.638 -1.423  -0.4232
C -4.705 6.196 -2.709  -0.3607
C -3.676 6.964 -3.239  -0.6243
H -1.649 6.752 -0.485  0.5841
H -3.486 5.608 0.402  0.4272
H -5.403 4.974 -1.006  0.4856
H -5.571 5.992 -3.322  0.3722
H -3.662 7.407 -4.224  0.4907
F -0.972 2.797 4.237  0.1601
C -0.584 3.324 5.396  0.4069
C -0.367 4.670 5.533  -0.8255
C 0.109 5.216 6.793  -0.5859
C 0.268 4.365 7.852  -0.8004
C 0.070 3.029 7.690  -0.8017
C -0.330 2.477 6.454  -0.5351
H -0.577 5.331 4.706  0.5756
H 0.321 6.273 6.846  0.4596
H 0.415 4.682 8.874  0.3829
H 0.319 2.356 8.498  0.6168
H -0.373 1.405 6.328  0.9477
F -4.240 -0.659 -5.510  -0.3304
C -3.911 0.641 -5.203  -0.1058
C -3.989 1.573 -6.194  -0.5636
C -3.706 2.891 -5.975  -0.9054
C -3.185 3.260 -4.677  -0.5831
C -3.169 2.308 -3.642  -1.0783
C -3.515 0.992 -3.888  0.4461
H -4.226 1.267 -7.202  0.4420
H -3.726 3.595 -6.794  0.3898
H -2.834 4.258 -4.461  0.6979
H -2.913 2.529 -2.617  0.8230
H -3.548 0.277 -3.079  0.7170
F -7.828 1.358 2.306  -0.4153
C -6.483 1.277 2.444  0.3279
C -5.675 2.405 2.211  -0.5797
C -4.321 2.325 2.401  -0.3468
C -3.743 1.170 2.817  -0.1834
C -4.533 0.034 3.021  -0.4355
C -5.910 0.077 2.745  -0.9976
H -6.197 3.323 1.984  0.5258
H -3.774 3.243 2.242  0.4501
H -2.684 1.187 3.030  1.1005
H -4.172 -0.894 3.439  0.1817
H -6.510 -0.803 2.923  0.4176
F -0.849 1.675 -1.875  -0.1229
C -0.848 0.512 -1.231  0.7144
C -1.607 0.366 -0.085  -0.4038
C -1.595 -0.890 0.520  -0.3362
C -0.658 -1.884 0.123  0.4362
C 0.230 -1.691 -0.936  -0.1542
C 0.066 -0.471 -1.604  -0.0661
H -2.287 1.171 0.151  0.4360
H -2.287 -1.092 1.324  0.1220
H -0.561 -2.857 0.582  -0.4084
H 1.025 -2.365 -1.221  -0.2003
H 0.859 -0.268 -2.309  -0.1300
O 10.278 -4.677 -1.652  -0.5718
C 9.550 -4.487 -0.661  0.7127
O 8.186 -4.637 -0.708  -0.2558
C 7.493 -4.728 -1.922  -0.5862
C 6.022 -4.839 -1.569  -0.5649
C 10.076 -4.314 0.757  -1.0599
H 7.787 -5.638 -2.445  0.4980
H 7.730 -3.853 -2.527  0.2653
H 5.423 -5.030 -2.459  0.3840
H 5.638 -3.949 -1.069  -0.2665
H 5.914 -5.732 -0.954  0.5568
H 9.877 -5.113 1.472  0.2885
H 9.787 -3.380 1.240  0.2710
H 11.166 -4.300 0.753  0.3522
O -5.389 -2.725 1.246  -0.3904
C -6.050 -3.187 0.350  0.7955
O -6.787 -2.524 -0.547  -0.3151
C -6.767 -1.113 -0.597  -0.4950
C -5.400 -0.591 -1.071  0.3076
C -6.185 -4.650 0.238  -1.1365
H -7.027 -0.604 0.331  0.0203
H -7.629 -0.774 -1.171  0.4451
H -4.978 -1.247 -1.832  -0.3445
H -4.786 -0.489 -0.176  -0.1814
H -5.626 0.395 -1.478  0.4986
H -6.996 -4.873 -0.456  0.3775
H -6.449 -5.123 1.183  0.4255
H -5.265 -5.047 -0.191  0.0808
O 6.246 4.487 -2.972  -0.6455
C 5.076 4.777 -2.599  0.7121
O 4.672 4.561 -1.370  -0.1839
C 5.445 3.891 -0.419  -0.6268
C 4.461 3.213 0.553  -0.0059
C 4.043 5.454 -3.481  -0.6714
H 5.963 4.594 0.233  0.3257
H 6.103 3.145 -0.863  0.3666
H 3.729 2.579 0.052  -0.4821
H 3.912 4.015 1.047  0.1776
H 4.960 2.682 1.363  0.3832
H 3.088 4.941 -3.367  -0.0513
H 4.380 5.338 -4.511  0.3114
H 3.979 6.511 -3.222  0.3225
O -6.035 -4.961 -2.789  -0.5867
C -5.456 -4.156 -3.516  0.6450
O -4.049 -3.964 -3.685  -0.1795
C -3.179 -4.816 -3.033  -0.8372
C -2.852 -4.221 -1.673  0.4308
C -6.183 -3.030 -4.301  -0.6797
H -2.227 -5.028 -3.519  0.3070
H -3.629 -5.793 -2.856  0.4516
H -3.520 -3.518 -1.174  -0.0447
H -1.915 -3.665 -1.709  -0.2224
H -2.668 -5.022 -0.957  0.1792
H -5.585 -2.119 -4.290  -0.0778
H -7.114 -2.831 -3.770  0.2907
H -6.344 -3.397 -5.314  0.3785
O 4.077 -1.972 -2.212  -0.1759
C 5.162 -1.809 -2.757  0.7248
O 6.301 -1.471 -2.181  -0.4037
C 6.360 -1.265 -0.738  0.3849
C 6.051 0.202 -0.366  -0.6313
C 5.220 -1.976 -4.210  -0.9178
H 7.329 -1.642 -0.412  0.4591
H 5.599 -1.897 -0.281  -0.5285
H 6.951 0.801 -0.503  0.5501
H 5.748 0.277 0.678  0.1251
H 5.214 0.601 -0.938  -0.1925
H 4.659 -1.135 -4.619  0.0098
H 4.820 -2.963 -4.440  0.2144
H 6.270 -1.988 -4.501  0.4511
O -1.484 -2.157 5.136  -0.6145
C -0.727 -2.651 4.294  0.4625
O -1.080 -3.342 3.187  -0.1417
C -2.469 -3.785 3.073  0.1303
C -2.668 -4.847 1.971  -0.7650
C 0.798 -2.463 4.335  -0.5167
H -3.216 -3.005 2.925  -0.4633
H -2.710 -4.251 4.029  0.7289
H -2.298 -4.375 1.061  -0.3113
H -3.727 -5.090 1.886  0.3803
H -2.232 -5.800 2.270  0.4165
H 1.172 -3.482 4.437  0.3432
H 1.124 -1.943 5.236  0.3361
H 1.125 -2.027 3.392  -0.0876
O -0.577 0.018 9.073  -0.6004
C -1.685 0.326 9.507  0.8584
O -2.849 0.110 8.934  -0.3635
C -2.946 -0.604 7.691  -0.4040
C -3.572 0.340 6.618  -0.4534
C -1.740 1.324 10.620  -0.9920
H -3.572 -1.472 7.897  0.4233
H -2.010 -1.005 7.302  0.3441
H -3.773 -0.266 5.735  0.0028
H -2.914 1.192 6.445  0.0160
H -4.529 0.691 7.004  0.3865
H -0.836 1.920 10.493  0.2887
H -1.757 0.983 11.655  0.3055
H -2.629 1.952 10.562  0.3003
O 0.027 -3.297 -4.248  -0.5899
C -0.014 -2.434 -5.089  0.2515
O 0.887 -2.149 -6.031  -0.3644
C 2.083 -3.007 -6.106  0.5001
C 3.019 -2.487 -7.230  -1.3401
C -1.123 -1.430 -5.092  -0.1436
H 1.722 -4.010 -6.335  0.4740
H 2.572 -3.051 -5.132  -0.3874
H 3.253 -1.427 -7.130  0.2617
H 2.532 -2.664 -8.189  0.3968
H 3.963 -3.031 -7.217  0.3836
H -1.612 -1.348 -4.121  -0.2142
H -1.835 -1.750 -5.853  0.4895
H -0.781 -0.451 -5.429  0.2660
O 0.452 6.437 2.101  -0.6384
C 1.231 5.492 2.183  0.6930
O 1.235 4.458 1.379  0.0161
C 0.345 4.370 0.239  0.4621
C -1.002 3.819 0.542  0.3676
C 2.124 5.220 3.401  -0.6669
H 0.797 3.694 -0.488  -1.3828
H 0.353 5.359 -0.221  0.5896
H -1.557 4.366 1.305  0.6464
H -0.809 2.938 1.154  -0.1865
H -1.620 3.559 -0.317  -0.2112
H 3.094 4.806 3.125  0.2438
H 1.681 4.575 4.160  -0.1519
H 2.426 6.126 3.926  0.4168

The calculation puts the total energy at -147519.3409 eV. As for the LUMO energy: 0.46 eV. The value obtained for the HOMO energy is -9.09 eV. As for the multiplicity: 1.